Density functional theory data (ωB97M-V/def2-TZVPD) for C45H41F3FeNOP3S2 as an isolated structure.

Gap between HOMO and LUMO (spin up / spin down) in eV: 7.49 / 6.35
2S+1: 6
Calculated total energy in hartree: -5252.764679
Max |F| in eV/A: 4.04
Molar mass in g/mol: 881.72
Charge: +1
⟨S²⟩: 8.7869

Element x y z (Å)
1 Fe -0.13 -0.55 0.05
2 O 2.30 -1.03 3.03
3 S 1.83 -0.47 1.70
4 C 3.38 -0.67 0.76
5 C 4.48 -0.97 1.54
6 C 5.75 -1.08 0.98
7 C 5.91 -0.86 -0.37
8 C 4.80 -0.46 -1.15
9 C 3.52 -0.40 -0.61
10 P 1.91 -0.05 -1.38
11 C 2.11 1.63 -2.16
12 C 2.54 1.72 -3.51
13 C 2.84 2.98 -4.01
14 C 2.67 4.12 -3.24
15 C 2.36 4.02 -1.88
16 C 2.01 2.78 -1.38
17 C 2.06 -1.19 -2.73
18 C 1.39 -1.01 -3.94
19 C 1.44 -1.93 -4.96
20 C 2.21 -3.11 -4.76
21 C 2.92 -3.30 -3.59
22 C 2.77 -2.38 -2.52
23 C 1.85 1.30 2.07
24 C 3.05 1.93 2.44
25 C 2.99 3.26 2.80
26 C 1.73 3.87 3.01
27 C 0.57 3.16 2.71
28 C 0.62 1.90 2.16
29 P -0.79 0.98 1.42
30 C -1.86 0.58 2.86
31 C -1.63 1.23 4.08
32 C -2.71 1.31 4.97
33 C -3.98 0.80 4.68
34 C -4.17 0.10 3.47
35 C -3.08 -0.07 2.63
36 C -1.85 2.23 0.62
37 C -1.55 3.55 0.39
38 C -2.46 4.37 -0.34
39 C -3.69 3.90 -0.78
40 C -3.99 2.53 -0.64
41 C -3.07 1.73 0.12
42 H 4.25 -1.21 2.57
43 H 6.55 -1.24 1.69
44 H 6.88 -1.04 -0.91
45 H 4.88 -0.16 -2.21
46 H 2.75 0.88 -4.11
47 H 3.15 3.08 -5.06
48 H 2.89 5.11 -3.65
49 H 2.31 4.93 -1.22
50 H 1.74 2.75 -0.36
51 H 0.64 -0.19 -4.08
52 H 0.87 -1.74 -5.90
53 H 2.36 -3.84 -5.54
54 H 3.63 -4.10 -3.44
55 H 3.14 -2.60 -1.55
56 H 3.99 1.40 2.49
57 H 3.89 3.80 3.04
58 H 1.64 4.89 3.35
59 H -0.40 3.62 2.88
60 H -0.70 1.74 4.34
61 H -2.56 1.83 5.92
62 H -4.86 1.02 5.28
63 H -5.12 -0.28 3.16
64 H -3.13 -0.69 1.73
65 H -0.55 3.91 0.61
66 H -2.29 5.43 -0.38
67 H -4.36 4.65 -1.24
68 H -4.94 2.06 -1.00
69 H -3.38 0.66 0.29
70 S -0.87 0.58 -1.91
71 C -1.58 -0.98 -2.04
72 C -2.67 -1.30 -2.86
73 C -3.10 -2.63 -2.89
74 C -2.30 -3.65 -2.35
75 C -1.27 -3.21 -1.55
76 N -0.95 -1.93 -1.26
77 H -3.16 -0.62 -3.63
78 H -4.06 -2.92 -3.38
79 H -2.48 -4.76 -2.57
80 H -0.61 -3.97 -1.17
81 F -7.65 -2.01 0.08
82 C -7.22 -0.76 -0.31
83 F -6.57 -0.93 -1.48
84 F -8.34 0.02 -0.54
85 C -2.07 -3.52 1.42
86 P -0.60 -2.35 1.61
87 C -0.40 -2.36 3.47
88 C 0.74 -3.66 1.15
89 H -1.77 -4.38 2.00
90 H -2.13 -3.73 0.36
91 H -2.96 -3.07 1.81
92 H -0.64 -3.36 3.86
93 H -1.18 -1.69 3.91
94 H 0.60 -2.08 3.79
95 H 1.45 -3.82 1.95
96 H 1.28 -3.36 0.25
97 H 0.24 -4.66 1.01

Atomic partial charges in e from the Mulliken method, atoms 1 to 8: Fe 0.68; O -0.85; S 0.67; C -0.09; C -0.49; C -0.84; C -0.68; C 0.03